[1]
A structure of composition C17H31Cl2MgN2O7P2STe. Source: the Open Molecules 2025 dataset; level of theory: the ωB97M-V functional and the def2-TZVPD basis.

```
64
Properties=species:S:1:pos:R:3:nbo_charge:R:1
Mg -0.18636 0.62279 -0.87597 1.8348
Cl 0.20332 0.96589 5.57357 0.0348
C 0.79480 -0.59363 5.48466 -0.1414
C -0.11357 -1.68696 5.35795 -0.2407
C 0.29429 -2.97934 5.47389 -0.2910
C 1.64505 -3.24931 5.66102 -0.2498
C 2.58866 -2.23132 5.70066 -0.0955
Cl 4.22174 -2.69907 5.98811 -0.0155
C 2.24181 -0.84813 5.55214 -0.2034
S 3.49289 0.29376 5.41477 -0.4048
H -1.21045 -1.46937 5.34097 0.2087
H -0.39111 -3.82422 5.35010 0.1987
H 2.07218 -4.20421 5.75259 0.2054
N 0.46600 4.44068 3.10723 -0.6937
N -0.28321 3.52658 2.25716 -0.5425
C 0.56043 2.42644 1.65091 0.8905
O -0.01727 1.96029 0.59946 -0.9800
O 1.64635 2.20090 2.12766 -0.6727
H 1.43527 4.22096 3.03640 0.3618
H 0.15680 4.28903 4.09793 0.3466
H -0.70457 4.15807 1.56182 0.3557
C 2.75569 0.34772 -4.22405 -0.9849
P 2.43246 1.48219 -2.78892 1.9431
C 1.68670 2.92727 -3.51652 -1.0350
C 3.97835 1.77097 -1.94504 -1.0277
O 1.48186 0.87309 -1.75397 -1.2355
H 2.69177 -0.66637 -3.81838 0.2606
H 3.78648 0.60156 -4.58551 0.2400
H 1.98795 0.49400 -5.03134 0.2609
H 2.50291 3.47402 -4.04256 0.2432
H 1.13148 3.56895 -2.76878 0.2841
H 0.90004 2.62255 -4.24680 0.2804
H 3.83042 1.98860 -0.90831 0.2911
H 4.52434 2.63731 -2.41051 0.2484
H 4.68052 0.85462 -2.00680 0.2638
C 1.67554 -0.73887 1.57363 -0.7529
C 0.77005 -1.56199 0.74314 0.6922
C 0.91392 -3.03972 0.93543 -0.7163
O -0.05173 -1.06164 -0.07145 -0.7693
H 1.95174 -1.36661 2.46619 0.2602
H 1.22741 0.21598 1.73834 0.2918
H 2.61765 -0.46726 1.04068 0.2627
H 2.02538 -3.05149 0.75136 0.2465
H 0.26271 -3.63349 0.33630 0.2331
H 0.70656 -3.15113 1.97930 0.2650
C -5.71757 1.24045 -0.75319 -0.6278
C -4.25620 1.38101 -1.08803 -0.0863
O -3.89704 -0.01363 -1.45073 -0.8298
P -2.90748 -0.12781 -2.73622 2.0556
O -1.50297 0.44831 -2.47209 -1.2898
Te -4.05962 0.95849 -4.60885 -0.6960
O -2.86473 -1.66251 -2.80946 -0.8448
C -2.21508 -2.49119 -3.76417 -0.0480
C -3.09097 -3.00398 -4.89664 -0.6503
H -6.24387 2.15829 -0.65234 0.2065
H -5.81546 0.66658 0.16327 0.2082
H -6.22516 0.69940 -1.57995 0.2291
H -3.66974 1.62682 -0.21961 0.1841
H -4.04582 2.15384 -1.84078 0.2134
H -1.72707 -3.32282 -3.25644 0.1776
H -1.36178 -1.90065 -4.16335 0.1778
H -3.53383 -2.05198 -5.30800 0.2512
H -3.88507 -3.74325 -4.60972 0.2122
H -2.36381 -3.45549 -5.61218 0.2055
```

Computed properties:
Net charge   -1
LUMO   1.50 eV
Kohn-Sham gap   4.82 eV



[2]
A structure of composition C17H31Cl3HfO2P2. Source: the Open Molecules 2025 dataset; level of theory: the ωB97M-V functional and the def2-TZVPD basis.

```
56
Properties=species:S:1:pos:R:3:nbo_charge:R:1
P -1.60438 0.88317 3.08565 0.8314
P 1.75293 0.99505 -1.20233 0.9456
C -1.86677 1.12468 1.10286 -0.7678
C -0.90956 1.02473 -0.05196 -0.6043
H -2.20276 2.20815 1.07793 0.2818
H -2.71733 0.49530 0.82622 0.2336
H -0.55892 -0.04311 -0.44549 0.0977
H -0.79509 1.83738 -0.78364 0.2387
C 2.39431 2.48399 -2.06767 -0.9365
H 2.98031 3.15724 -1.39651 0.3297
H 1.50219 3.01725 -2.49053 0.2864
H 3.05117 2.05527 -2.86513 0.2702
C 2.94710 -0.38363 -1.09156 -0.9537
H 3.07684 -0.59995 -2.15355 0.2471
H 2.41097 -1.25327 -0.65118 0.2242
H 3.90972 -0.23676 -0.58537 0.3329
C -3.18494 1.80639 3.42014 -0.9061
H -3.26828 2.05055 4.49279 0.2694
H -4.04398 1.18953 3.09020 0.2345
H -3.12250 2.74406 2.83340 0.2373
C -2.20746 -0.87618 3.34315 -0.9218
H -1.72292 -1.48349 2.55183 0.2021
H -3.30733 -0.90619 3.28060 0.2441
H -1.83462 -1.26223 4.31274 0.2695
Hf 0.83671 -0.05663 0.86529 1.8027
C 0.46159 -1.69272 -2.02357 0.0572
C 0.56391 -0.33872 -2.40021 -0.4325
C -0.41194 0.25921 -3.42714 -0.4345
C -1.86972 -0.00874 -3.18433 -0.4674
C -2.21895 -0.21647 -1.69455 -0.1820
C -2.24056 -1.40241 -1.02233 -0.2057
C -1.80889 -2.70913 -1.60017 -0.4364
C -0.60181 -2.60248 -2.58231 -0.5003
C 1.04451 2.18204 1.89568 -1.0272
H 1.15145 -2.34463 -1.38085 0.2551
H 1.47378 0.20308 -2.85691 0.3376
H -0.14752 -0.13101 -4.43189 0.2627
H -0.25109 1.35375 -3.47569 0.2273
H -2.42872 0.86267 -3.57036 0.2545
H -2.21379 -0.85088 -3.76865 0.2329
H -2.72325 0.70153 -1.32377 0.2374
H -2.59655 -1.39258 -0.00415 0.2198
H -2.62957 -3.20528 -2.14859 0.2786
H -1.52213 -3.39112 -0.78116 0.2337
H -0.20713 -3.63583 -2.63720 0.2778
H -0.96096 -2.40882 -3.61698 0.2578
H 2.07359 2.41888 2.24596 0.2373
H 0.38557 2.60002 2.70605 0.2540
H 0.85893 2.92892 1.08997 0.2029
Cl 3.70114 0.12567 4.69850 0.0827
C 4.06867 -1.14396 3.51174 -0.2141
Cl 5.63320 -0.80091 2.75664 0.0810
Cl 4.09002 -2.73526 4.35010 0.0920
C 2.91494 -0.95929 2.35925 0.7842
O 3.06676 -0.00335 1.49329 -0.7405
O 1.82911 -1.63348 2.32579 -0.7146
```

Computed properties:
Net charge   +2
LUMO (spin up / spin down)   -9.02 / -9.01 eV
Kohn-Sham gap (spin up / spin down)   4.55 / 4.57 eV



[3]
A structure of composition C17H31ClN10O9P2Sr. Source: the Open Molecules 2025 dataset; level of theory: the ωB97M-V functional and the def2-TZVPD basis.

```
71
Properties=species:S:1:pos:R:3:lowdin_charge:R:1
Sr 0.14030 -1.69372 1.28016 1.3653
C 0.66019 0.16462 -5.50308 -0.0968
N 0.99185 -0.35920 -4.19062 -0.1781
C 2.21583 -1.13093 -4.20425 -0.0950
C 0.84687 0.54107 -3.10476 -0.4660
N 1.74465 0.89370 -2.28681 0.1913
N -0.46567 1.02050 -2.97512 0.1064
C -1.08515 0.97564 -1.69100 -0.5229
N -2.35669 1.53280 -1.73788 0.1356
N -0.55841 0.39251 -0.70953 0.1250
H 0.51741 -0.66473 -6.19844 0.0782
H 1.45894 0.81161 -5.90102 0.0846
H -0.25542 0.75005 -5.48329 0.0699
H 2.12990 -1.89091 -4.98259 0.0831
H 2.35485 -1.64107 -3.25290 0.0508
H 3.10401 -0.51668 -4.42782 0.0877
H 2.62808 0.43589 -2.48389 0.0285
H -1.09371 0.57959 -3.63034 0.1090
H -2.41374 2.40204 -2.24497 0.0772
H -2.82087 1.51335 -0.82773 0.0591
H -1.20057 0.47874 0.08450 0.0144
O 1.14561 -4.54513 0.39323 -0.2036
P 2.32833 -4.18936 1.46365 0.1605
O 3.06034 -5.39235 1.88996 -0.3150
O 1.70119 -3.23078 2.43291 -0.4521
O 3.33657 -3.29807 0.47987 -0.2793
P 2.81224 -2.01017 -0.33302 0.1367
O 4.10123 -1.65641 -1.24853 -0.1353
O 2.52543 -0.87023 0.58920 -0.3871
O 1.69203 -2.46398 -1.22610 -0.3498
H 1.30843 -4.07159 -0.44923 0.0120
H 4.69569 -1.10968 -0.72332 0.0693
O -5.08844 -0.62771 1.08806 -0.0217
C -3.95191 -0.44390 0.63616 -0.6537
O -3.17294 0.53250 0.80043 -0.0766
C -3.44084 -1.51809 -0.34339 -0.1724
C -4.34934 -2.05626 -1.25420 -0.0206
C -3.89391 -2.87984 -2.26404 -0.0850
C -2.53519 -3.15467 -2.33935 -0.0735
C -1.70629 -2.61230 -1.37349 -0.1394
N -2.14041 -1.82215 -0.38647 0.0510
H -5.39168 -1.79428 -1.14030 0.1081
H -4.58273 -3.29425 -2.99194 0.0935
H -2.11931 -3.77765 -3.11999 0.0952
H -0.63488 -2.79523 -1.41172 0.0804
C 0.25752 2.59851 1.06582 -0.1840
N 0.13807 1.50269 2.02969 -0.0884
C 1.45868 1.28683 2.64235 -0.1807
N 1.95128 2.49951 3.32177 -0.0866
C 2.02000 3.56966 2.32984 -0.1949
N 0.72491 3.84730 1.70056 -0.0894
C -0.22257 4.19185 2.76396 -0.2011
N -0.36013 3.13900 3.76430 -0.0878
C -0.80404 1.90817 3.08165 -0.1717
C 0.96216 2.87521 4.33503 -0.1868
H -0.72282 2.78548 0.62234 0.1163
H 0.94987 2.30832 0.27447 0.1141
H 2.16639 0.98534 1.86973 0.0988
H 1.37560 0.48941 3.38441 0.0943
H 2.73058 3.28304 1.55107 0.1223
H 2.37625 4.48358 2.81815 0.1116
H -1.20047 4.37851 2.31270 0.1190
H 0.12133 5.10885 3.25571 0.1113
H -1.78454 2.06619 2.62901 0.1223
H -0.87704 1.11422 3.81788 0.0570
H 0.87384 2.06042 5.05569 0.1180
H 1.31152 3.77748 4.84949 0.1128
Cl -0.30534 -1.12446 4.99326 0.2577
C -1.37483 -1.48158 3.48184 -0.6874
H -2.17189 -0.73690 3.56737 -0.0691
H -1.83624 -2.42993 3.78493 -0.0770
```

Computed properties:
Net charge   -2
LUMO   4.16 eV
Kohn-Sham gap   6.07 eV



[4]
A structure of composition C17H31F5P2Pb. Source: the Open Molecules 2025 dataset; level of theory: the ωB97M-V functional and the def2-TZVPD basis.

```
56
Properties=species:S:1:pos:R:3:nbo_charge:R:1
P -2.22059 2.10352 -1.15548 0.8245
P 1.14702 -0.00300 -2.80414 0.8814
C -0.82665 2.18994 -2.43195 -0.7305
C -0.38810 0.96190 -3.25382 -0.7843
H 0.02701 2.50488 -1.79167 0.2444
H -1.04400 2.98692 -3.15907 0.2211
H -1.22672 0.28192 -3.42466 0.2608
H -0.08737 1.27579 -4.25743 0.2510
C 2.34413 1.24911 -3.18930 -0.9515
H 3.20628 0.93705 -2.59277 0.2681
H 1.95769 2.22137 -2.85336 0.2568
H 2.56224 1.26909 -4.26921 0.2297
C 1.51099 -1.52752 -3.79768 -0.9512
H 1.77752 -1.36582 -4.84689 0.2217
H 0.68884 -2.27617 -3.80793 0.2421
H 2.38575 -2.02395 -3.34694 0.2644
C -3.06142 3.70352 -1.44040 -0.9400
H -3.59594 3.99811 -0.53853 0.2405
H -3.76657 3.60570 -2.27552 0.2094
H -2.31321 4.46118 -1.65563 0.2329
C -3.52940 0.92562 -1.74878 -0.9380
H -3.08357 0.01955 -2.17691 0.2025
H -4.21083 1.39016 -2.47226 0.2205
H -4.12130 0.61590 -0.87171 0.2476
Pb -0.76394 -1.51893 -1.76328 0.9038
C -0.41799 -1.13237 -6.00555 -0.1884
C 0.32952 -0.00965 -6.05407 -0.1960
C -0.15561 1.29048 -6.56828 -0.4610
C -1.68551 1.58662 -6.37815 -0.4633
C -2.38670 1.09124 -5.15864 -0.1716
C -2.92876 -0.13850 -5.00014 -0.2047
C -2.96750 -1.15207 -6.09959 -0.4467
C -1.62312 -1.32330 -6.84488 -0.4413
C -1.10402 -0.29007 0.36515 -1.0590
H -0.06760 -2.06032 -5.58078 0.2022
H 1.42026 -0.01416 -5.88792 0.2053
H 0.01381 1.32698 -7.66257 0.2336
H 0.42746 2.12818 -6.14306 0.2149
H -1.72639 2.68947 -6.41749 0.2228
H -2.21984 1.25373 -7.28481 0.2141
H -2.59594 1.88274 -4.42348 0.2090
H -3.51434 -0.38900 -4.11677 0.2097
H -3.70115 -0.83418 -6.86053 0.2214
H -3.27668 -2.13322 -5.71502 0.2126
H -1.63451 -2.34455 -7.24928 0.2249
H -1.55207 -0.62171 -7.68201 0.2013
H -0.67284 -0.89312 1.16019 0.2173
H -2.21510 -0.21957 0.46844 0.1633
H -0.66079 0.72005 0.34365 0.2272
F 2.08868 0.60913 -0.07245 -0.4069
C 1.75534 -0.70230 0.24050 0.2768
F 2.67758 -1.52867 -0.37108 -0.4055
C 1.91988 -0.87399 1.78663 0.8749
F 1.14672 0.00768 2.46381 -0.3283
F 1.51249 -2.14921 2.09828 -0.3434
F 3.20787 -0.74767 2.23256 -0.3431
```

Computed properties:
LUMO (spin up / spin down)   -0.53 / -0.53 eV
Kohn-Sham gap (spin up / spin down)   5.62 / 5.62 eV



| no. | F_max (eV/A) |
| --- | --- |
| 1 | 3.650 |
| 2 | 5.295 |
| 3 | 0.767 |
| 4 | 4.144 |